Entry 1:
Molecular formula: C32H31HfN7
Method: DFT, ωB97M-V/def2-TZVPD

```
! RIJCOSX wB97M-V def2-TZVPD def2/J DEFGRID3
* xyz 2 1
Hf 0.062 0.353 -0.060
N -1.922 -0.797 -0.084
C -2.650 -0.332 -1.308
C -2.121 -1.038 -2.554
C -0.776 -0.530 -3.067
N 0.357 -0.781 -2.112
H -1.961 -1.813 -0.057
H -2.437 -0.494 0.741
H -2.513 0.750 -1.392
H -3.717 -0.528 -1.211
H -2.840 -0.894 -3.360
H -2.073 -2.118 -2.375
H -0.836 0.545 -3.235
H -0.565 -1.009 -4.023
H 1.200 -0.445 -2.576
H 0.486 -1.789 -2.030
C 4.410 0.982 -0.049
C 4.568 2.223 0.552
C 3.448 3.001 0.796
C 2.182 2.525 0.480
N 2.037 1.298 -0.066
C 3.132 0.562 -0.335
C -0.473 2.946 0.223
C -1.410 4.078 0.191
C -2.284 4.292 1.217
C -2.396 3.370 2.264
C -1.719 2.139 2.195
C -0.826 1.873 1.193
H 5.261 0.364 -0.294
H 5.552 2.588 0.812
H 3.567 3.994 1.203
H 2.963 -0.402 -0.799
H -1.384 4.759 -0.653
H -2.922 5.167 1.211
H -3.072 3.563 3.087
H -1.951 1.383 2.939
N 2.065 11.093 1.325
C 1.921 9.989 1.041
C 1.750 8.612 0.692
C 1.982 7.618 1.641
C 1.829 6.287 1.306
C 1.427 5.918 0.018
C 1.168 6.922 -0.919
C 1.342 8.251 -0.591
N 1.290 4.565 -0.344
C 1.136 4.149 -1.652
C 0.435 3.018 -1.965
N -0.305 2.278 -1.088
C 1.025 3.530 0.603
H 2.294 7.894 2.639
H 2.036 5.548 2.067
H 0.806 6.667 -1.906
H 1.148 9.021 -1.325
H 1.600 4.743 -2.424
H 0.416 2.719 -3.007
H 0.962 3.916 1.616
C 0.760 -0.768 1.721
C 1.915 -1.675 1.473
C 1.734 -2.882 0.784
C 2.777 -3.769 0.584
C 4.047 -3.461 1.070
C 4.246 -2.269 1.766
C 3.194 -1.393 1.961
C 5.132 -4.373 0.874
N 6.002 -5.104 0.706
H 1.014 -0.023 2.482
H -0.078 -1.358 2.112
H 0.737 -3.150 0.440
H 2.615 -4.710 0.076
H 5.226 -2.045 2.169
H 3.360 -0.491 2.539
*
```

HOMO energy (alpha / beta): -13.033 / -13.033 eV


Entry 2:
Molecular formula: C32H31N2OP2S5SeY
Method: DFT, ωB97M-V/def2-TZVPD

```
! RIJCOSX wB97M-V def2-TZVPD def2/J DEFGRID3
* xyz -2 1
Y 0.526 -0.624 -0.095
S -3.316 0.856 -0.703
P -1.766 1.130 -1.929
C -0.155 1.338 -1.401
P 0.075 2.477 -0.181
S 0.278 1.688 1.677
C -1.142 3.861 -0.111
C -1.053 4.915 -1.019
C -1.994 5.933 -1.017
C -3.041 5.906 -0.104
C -3.137 4.858 0.801
C -2.192 3.841 0.799
C 1.585 3.480 -0.501
C 2.180 3.451 -1.754
C 3.278 4.256 -2.034
C 3.782 5.106 -1.060
C 3.187 5.145 0.197
C 2.097 4.334 0.474
C -1.726 -0.184 -3.214
C -2.908 -0.797 -3.616
C -2.896 -1.762 -4.613
C -1.698 -2.132 -5.213
C -0.515 -1.530 -4.809
C -0.531 -0.557 -3.819
C -2.211 2.561 -3.043
C -3.439 3.203 -2.978
C -3.713 4.297 -3.793
C -2.759 4.758 -4.687
C -1.527 4.116 -4.767
C -1.259 3.029 -3.949
H -0.245 4.937 -1.740
H -1.919 6.738 -1.739
H -3.783 6.696 -0.105
H -3.959 4.825 1.507
H -2.266 3.012 1.491
H 1.780 2.763 -2.490
H 3.747 4.208 -3.009
H 4.640 5.732 -1.275
H 3.580 5.803 0.964
H 1.639 4.340 1.457
H -3.830 -0.527 -3.113
H -3.822 -2.241 -4.911
H -1.686 -2.899 -5.980
H 0.428 -1.828 -5.252
H 0.391 -0.095 -3.484
H -4.165 2.842 -2.258
H -4.670 4.799 -3.715
H -2.969 5.616 -5.317
H -0.773 4.470 -5.461
H -0.292 2.540 -3.986
S 3.591 -4.068 1.853
C 2.511 -2.944 1.202
S 1.833 -3.124 -0.371
S 1.973 -1.548 2.112
C 4.082 1.317 1.194
N 4.694 0.092 0.723
C 5.579 -0.675 1.448
C 5.853 -1.766 0.709
N 5.127 -1.656 -0.457
C 5.088 -2.669 -1.497
C 4.391 -0.524 -0.438
Se 3.190 0.102 -1.715
H 4.804 1.860 1.803
H 3.184 1.090 1.772
H 3.804 1.915 0.332
H 5.886 -0.402 2.440
H 6.434 -2.641 0.931
H 6.066 -3.146 -1.545
H 4.856 -2.184 -2.443
H 4.313 -3.400 -1.266
C -2.075 -2.632 -0.301
O -1.102 -1.710 -0.638
H -2.477 -3.139 -1.192
H -2.923 -2.142 0.199
H -1.677 -3.410 0.367
*
```

HOMO energy: -1.786 eV
Energy above the lowest of the compared OMol25 structures with the same formula, charge and spin: 8.60 kJ/mol


Entry 3:
Molecular formula: C32H31N4O9S5Tl
Method: DFT, ωB97M-V/def2-TZVPD

```
! RIJCOSX wB97M-V def2-TZVPD def2/J DEFGRID3
* xyz 0 1
Tl -1.502 -0.709 -0.553
C 6.417 2.007 -1.732
C 5.641 0.852 -1.168
C 4.758 1.038 -0.111
C 4.057 -0.029 0.427
C 4.215 -1.290 -0.113
C 5.107 -1.503 -1.158
C 5.803 -0.433 -1.686
S 3.480 -2.692 0.695
O 4.325 -3.809 0.378
O 3.227 -2.432 2.075
N 1.945 -3.075 -0.005
C 1.574 -2.944 -1.331
C 2.559 -3.133 -2.311
C 2.186 -3.062 -3.634
C 0.850 -2.840 -3.954
C -0.042 -2.669 -2.918
N 0.306 -2.717 -1.631
H 6.226 2.911 -1.158
H 6.127 2.187 -2.768
H 7.486 1.794 -1.715
H 4.618 2.018 0.324
H 3.399 0.120 1.259
H 5.289 -2.505 -1.518
H 6.498 -0.595 -2.501
H 3.564 -3.373 -2.007
H 2.915 -3.220 -4.418
H 0.518 -2.804 -4.981
H -1.096 -2.492 -3.100
O -0.492 -4.340 2.446
S -0.123 -3.033 1.985
O 0.997 -3.558 0.897
O -1.266 -2.333 1.436
C 0.555 -2.264 3.474
C 0.987 -3.207 4.398
C 1.486 -2.798 5.619
C 1.508 -1.456 5.943
C 1.067 -0.510 5.036
C 0.594 -0.889 3.787
S 0.381 0.377 2.530
O 1.202 1.479 2.976
O -1.029 0.746 2.458
O 0.876 -0.272 1.313
H 0.943 -4.249 4.119
H 1.869 -3.533 6.312
H 1.896 -1.144 6.902
H 1.120 0.546 5.261
O -0.699 1.481 -2.397
S -1.096 2.586 -1.488
C -1.412 4.023 -2.556
C -1.323 5.282 -1.983
C -1.579 6.404 -2.757
C -1.920 6.255 -4.093
C -2.000 4.990 -4.659
C -1.741 3.866 -3.890
C -2.877 2.376 -1.188
C -3.623 1.544 -2.004
C -4.975 1.373 -1.752
C -5.570 2.041 -0.691
C -4.815 2.875 0.122
C -3.459 3.043 -0.121
H -1.051 5.374 -0.939
H -1.510 7.391 -2.321
H -2.119 7.130 -4.697
H -2.267 4.883 -5.701
H -1.783 2.871 -4.314
H -3.138 1.028 -2.822
H -5.557 0.700 -2.362
H -6.622 1.897 -0.490
H -5.282 3.380 0.958
H -2.857 3.675 0.519
C -3.785 -2.669 3.547
N -4.168 -2.707 2.150
C -4.249 -1.619 1.371
N -4.168 -0.401 1.971
S -4.642 -1.767 -0.251
H -4.059 -3.615 4.008
H -4.326 -1.859 4.036
H -2.709 -2.524 3.671
H -4.006 -3.566 1.651
H -3.369 -0.264 2.582
H -4.263 0.360 1.313
*
```

HOMO energy: -8.116 eV
Energy above the lowest of the compared OMol25 structures with the same formula, charge and spin: 253.79 kJ/mol


Entry 4:
Molecular formula: C32H32BrN4O2Re
Method: DFT, ωB97M-V/def2-TZVPD

```
! RIJCOSX wB97M-V def2-TZVPD def2/J DEFGRID3
* xyz 3 4
Re 0.421 -0.831 0.330
C -0.538 -4.052 -3.584
C -0.874 -2.899 -2.623
C -1.179 -1.607 -3.380
C 0.267 -2.746 -1.654
C 1.559 -2.328 -2.093
C 2.592 -2.166 -1.207
C 2.442 -2.470 0.182
C 3.612 -2.365 1.111
C 1.230 -3.033 0.593
C 0.144 -3.150 -0.319
H -1.374 -4.209 -4.264
H -0.356 -4.984 -3.050
H 0.342 -3.819 -4.187
H -1.757 -3.182 -2.045
H -0.345 -1.298 -4.015
H -1.426 -0.787 -2.700
H -2.036 -1.763 -4.033
H 1.710 -2.105 -3.142
H 3.557 -1.816 -1.556
H 3.303 -2.361 2.155
H 4.220 -1.485 0.906
H 4.252 -3.238 0.960
H 1.108 -3.373 1.614
H -0.791 -3.567 0.032
O -4.499 0.260 2.118
C -4.002 -0.451 3.184
C -4.676 -0.586 4.384
C -4.095 -1.316 5.411
C -2.850 -1.907 5.245
C -2.181 -1.767 4.039
C -2.750 -1.035 3.003
C -2.092 -0.874 1.667
O -0.793 -1.470 1.631
N -1.862 0.534 1.359
N -1.015 0.627 0.253
C -1.107 1.688 -0.515
C -0.204 2.017 -1.531
Br 1.212 0.744 -1.702
C -0.364 3.132 -2.327
C 0.342 3.725 -3.395
C -0.254 4.887 -3.948
C 0.334 5.551 -5.000
C 1.532 5.075 -5.520
C 2.146 3.934 -4.989
C 1.565 3.263 -3.943
H -5.406 0.539 2.292
H -5.648 -0.128 4.517
H -4.625 -1.425 6.348
H -2.411 -2.483 6.047
H -1.224 -2.251 3.895
H -2.687 -1.346 0.870
H -2.744 1.034 1.244
H -1.935 2.370 -0.339
H -1.266 3.675 -2.048
H -1.186 5.252 -3.535
H -0.130 6.434 -5.417
H 2.001 5.594 -6.346
H 3.081 3.587 -5.406
H 2.067 2.393 -3.549
N 3.905 3.195 5.565
C 3.368 2.578 4.760
C 2.695 1.810 3.755
C 1.473 1.202 4.022
C 0.852 0.472 3.033
N 1.392 0.331 1.800
C 2.583 0.923 1.546
C 3.258 1.659 2.486
H 1.007 1.290 4.993
H -0.091 -0.016 3.217
H 2.993 0.798 0.553
H 4.207 2.115 2.241
*
```

Expectation value of S²: 3.81
HOMO energy (alpha / beta): -15.736 / -15.734 eV
Energy above the lowest of the compared OMol25 structures with the same formula, charge and spin: 1.11 kJ/mol


Entry 5:
Molecular formula: C32H32BrN6O6Sn
Method: DFT, ωB97M-V/def2-TZVPD

```
! RIJCOSX wB97M-V def2-TZVPD def2/J DEFGRID3
* xyz 3 1
Sn -0.193 0.202 -0.189
O 3.239 4.392 5.221
C 2.435 3.527 5.794
O 2.241 3.491 6.975
C 1.721 2.532 4.896
C 1.150 1.408 5.490
C 0.507 0.457 4.722
C 0.387 0.632 3.337
C 0.941 1.782 2.763
C 1.602 2.724 3.522
N -0.231 -0.250 2.452
C -0.948 -1.245 2.807
C -1.553 -2.152 1.841
C -2.385 -3.182 2.284
C -2.912 -4.072 1.359
C -2.611 -3.905 0.016
C -1.812 -2.828 -0.350
N -1.298 -1.989 0.536
H 3.338 4.331 4.259
H 1.217 1.292 6.562
H 0.101 -0.411 5.214
H 0.815 1.957 1.700
H 1.992 3.600 3.022
H -1.158 -1.485 3.850
H -2.620 -3.273 3.334
H -3.546 -4.882 1.684
H -2.984 -4.586 -0.733
H -1.565 -2.633 -1.388
C -2.405 0.223 -3.756
N -1.166 0.096 -4.476
C -1.244 0.248 -5.913
C -0.075 -0.444 -6.592
C 1.220 0.029 -5.955
N 1.157 -0.118 -4.517
C 2.404 -0.246 -3.807
C 0.003 -0.044 -3.818
O 0.034 -0.128 -2.563
H -3.166 -0.398 -4.229
H -2.756 1.258 -3.785
H -2.279 -0.073 -2.714
H -1.261 1.318 -6.160
H -2.189 -0.179 -6.257
H -0.072 -0.206 -7.653
H -0.169 -1.525 -6.487
H 1.417 1.080 -6.204
H 2.062 -0.558 -6.329
H 3.100 -0.833 -4.402
H 2.232 -0.736 -2.849
H 2.850 0.736 -3.625
Br -1.238 5.312 0.464
C -3.009 4.762 0.096
C -4.029 5.703 0.037
C -5.328 5.283 -0.192
C -5.625 3.942 -0.370
C -4.601 3.008 -0.334
C -3.291 3.410 -0.104
C -2.184 2.395 -0.100
O -2.487 1.208 -0.332
O -1.012 2.768 0.122
H -3.818 6.752 0.180
H -6.121 6.015 -0.228
H -6.640 3.624 -0.538
H -4.806 1.958 -0.491
N 6.427 2.743 -0.086
C 5.154 2.571 0.263
O 4.418 3.445 0.679
C 4.601 1.166 0.128
C 5.354 0.000 0.191
C 4.701 -1.223 0.124
C 3.318 -1.235 0.032
N 2.603 -0.120 -0.026
C 3.219 1.047 0.008
H 6.824 3.669 -0.008
H 7.028 2.006 -0.415
H 6.426 0.024 0.317
H 5.256 -2.146 0.157
H 2.768 -2.165 0.014
H 2.604 1.940 -0.059
*
```

HOMO energy (alpha / beta): -16.114 / -16.128 eV
Energy above the lowest of the compared OMol25 structures with the same formula, charge and spin: 328.81 kJ/mol


Entry 6:
Molecular formula: C32H32CdN10S2
Method: DFT, ωB97M-V/def2-TZVPD

```
! RIJCOSX wB97M-V def2-TZVPD def2/J DEFGRID3
* xyz 0 1
Cd -0.223 -0.255 -0.138
N -0.895 1.883 3.763
C -1.404 1.031 2.844
S -0.488 -0.320 2.293
N -2.660 1.400 2.454
N -3.140 0.484 1.591
C -4.428 0.472 1.434
C -5.129 -0.499 0.559
C -6.526 -0.317 0.367
C -7.130 -1.178 -0.524
C -6.424 -2.160 -1.136
C -5.079 -2.276 -0.884
N -4.438 -1.482 -0.011
H 0.084 1.880 4.017
H -1.536 2.600 4.129
H -5.006 1.290 1.840
H -7.025 0.405 1.011
H -8.207 -1.005 -0.692
H -6.865 -2.970 -1.675
H -4.431 -2.920 -1.456
N 7.341 7.280 0.368
C 6.436 6.554 0.482
C 5.408 5.558 0.481
C 4.227 5.669 1.328
C 3.241 4.719 1.213
C 3.393 3.660 0.339
C 4.632 3.468 -0.330
C 5.525 4.528 -0.440
C 2.386 2.586 0.136
C 2.760 1.187 0.300
C 3.916 0.779 0.995
C 4.084 -0.589 0.753
C 3.007 -1.001 -0.010
N 2.176 0.067 -0.296
C 1.064 2.976 -0.208
C 0.726 4.210 -0.833
C -0.639 4.233 -0.893
C -1.059 3.072 -0.289
N -0.062 2.281 0.136
H 4.135 6.514 2.020
H 2.368 4.687 1.890
H 4.784 2.519 -0.827
H 6.308 4.593 -1.224
H 4.605 1.442 1.485
H 4.935 -1.174 0.890
H 2.817 -1.991 -0.377
H 1.438 5.014 -1.025
H -1.259 5.060 -1.276
H -2.087 2.743 -0.189
C -1.036 1.521 -3.579
N -0.081 0.450 -3.636
C -0.343 -0.779 -3.166
S -1.526 -1.127 -1.988
N 0.440 -1.760 -3.624
C 0.102 -3.153 -3.483
H -1.747 1.525 -4.472
H -0.523 2.525 -3.625
H -1.694 1.381 -2.712
H 0.863 0.659 -3.994
H 1.154 -1.594 -4.318
H -0.934 -3.297 -3.186
H 0.745 -3.714 -2.801
H 0.274 -3.659 -4.441
C -0.002 -7.338 2.206
C -0.029 -5.903 1.808
C -0.464 -4.985 2.763
C -0.416 -3.615 2.479
N -0.028 -3.151 1.298
C 0.201 -4.057 0.299
C 0.237 -5.419 0.550
H -0.943 -7.712 2.641
H 0.669 -7.550 3.099
H 0.151 -8.093 1.427
H -0.882 -5.257 3.788
H -0.624 -2.822 3.226
H 0.339 -3.631 -0.720
H 0.444 -6.156 -0.218
*
```

HOMO energy: -6.841 eV
Energy above the lowest of the compared OMol25 structures with the same formula, charge and spin: 109.15 kJ/mol